Entry from the OMol25 dataset: C38H56GaN3O3P2S as an isolated structure (ωB97M-V/def2-TZVPD).

XYZ file:
```
104
Properties=species:S:1:pos:R:3:forces:R:3
H -3.341363 -0.019810 -2.799935 0.1 0.1 0.2
P 1.716909 -1.970240 -0.315655 0.1 -0.4 0.1
H -3.979059 3.718189 4.107205 0.0 0.0 0.1
H 3.382033 -2.323132 -1.966597 0.0 0.1 0.1
C -4.655014 -1.368002 0.757739 0.0 0.0 -0.1
H -1.671584 -2.792323 -0.199261 0.1 -0.1 0.0
C 3.495931 -1.941229 -0.940580 -0.4 0.1 0.0
H 3.311625 4.457585 1.458048 0.0 0.1 -0.1
H 2.464591 -4.620960 1.015982 0.1 -0.1 0.1
H -5.326568 -0.603942 0.375842 -0.1 0.1 0.0
H 1.479314 -5.775428 0.120960 0.0 -0.1 0.0
C 4.598621 -2.734067 -0.239439 -0.2 -0.1 -0.1
H -3.164167 2.331360 -3.350951 0.0 0.0 0.0
N -0.288685 4.375833 0.715680 0.0 0.0 -0.1
H -5.436417 1.314758 -2.772888 0.0 0.0 -0.1
H 0.370403 -2.248450 -5.831714 -0.1 -0.1 -0.1
O -1.600915 -1.630997 -4.380184 0.0 -0.1 -0.2
C -3.401468 1.732773 1.406369 0.1 0.0 0.2
C -1.970554 2.255403 3.231966 -0.1 0.0 -0.1
H 3.294006 2.020923 1.609971 0.0 0.0 0.0
H -0.101278 1.245081 3.303814 0.0 0.0 0.1
H -2.372479 4.090840 0.612664 0.0 0.0 0.0
C 0.456150 -1.065517 1.957475 0.4 -0.5 0.3
H -5.226292 -2.285568 0.898507 0.0 -0.1 0.0
O -0.091372 2.245077 -0.008206 0.1 0.2 -0.1
H 3.626240 -2.066830 5.359666 0.1 0.0 0.1
C -1.549809 4.517954 0.031470 -0.1 -0.1 -0.2
N 1.673276 3.216487 1.112311 0.0 -0.2 -0.1
H -3.836915 -2.033521 -1.140698 0.0 0.1 0.0
C -2.895537 2.028861 -2.338973 0.2 -0.2 0.0
H -4.284443 -1.041237 1.728506 0.0 0.0 0.1
H -0.168458 -3.350515 -2.142882 0.0 -0.1 -0.1
C 1.041934 -1.859332 4.183921 0.1 0.0 -0.2
H -1.806982 1.935384 -2.280525 0.0 0.2 -0.1
C 1.086055 -3.745116 -0.423404 0.0 0.2 -0.2
Ga -0.085343 -0.108269 -0.911219 0.0 -0.7 -0.2
H 4.939846 -0.419031 -1.448714 0.1 0.0 0.0
C 2.212027 -1.182887 -6.074668 0.1 -0.1 0.0
H 3.391836 -2.792247 1.998201 0.1 -0.1 0.0
H 4.326269 -3.760171 -0.023082 0.1 -0.1 0.1
H 1.702148 1.300575 1.920290 0.1 -0.1 0.0
H -0.963487 5.426545 2.373211 0.0 0.0 0.0
C 0.158976 -1.254131 3.322300 -0.2 0.0 0.0
H -1.483553 3.993140 -0.918534 -0.1 0.1 0.0
C -5.061986 0.844145 -1.863963 0.2 -0.1 0.0
C -4.205354 3.418464 3.087166 0.0 0.0 -0.1
H 0.771210 -1.956464 5.225874 0.0 0.0 0.1
C -0.678180 -1.261658 -3.675974 -0.1 0.2 0.2
C 0.623820 -0.824743 -4.281842 0.1 -0.1 -0.1
C 1.023839 -1.483987 -5.442508 -0.1 0.0 0.1
H 4.156415 -3.261712 4.174527 0.1 -0.1 0.0
H -1.740601 5.576841 -0.144946 0.0 0.0 0.0
H 2.825405 -4.993672 -0.691386 0.1 -0.1 0.0
H 0.236923 -3.720015 0.273072 0.1 0.1 -0.1
H -5.195954 2.967543 3.069929 -0.1 0.0 0.1
H 4.894420 -2.233636 0.680845 0.1 0.0 0.1
C 3.290695 -2.869026 4.701600 -0.1 0.0 0.0
C 0.572924 -4.076742 -1.820932 -0.2 0.2 0.1
C -3.178816 2.450887 2.573705 -0.1 0.1 0.0
C 2.270007 -2.341941 3.737520 0.0 -0.1 0.1
C -2.482115 0.808094 0.945155 0.0 -0.1 -0.1
H 0.107853 -5.062070 -1.816068 0.0 -0.1 0.0
H 0.238501 6.292410 1.400561 0.0 0.0 0.1
P -2.557709 -0.081378 -0.615477 -0.4 0.1 -0.1
H -1.742849 2.837643 4.113789 0.0 0.1 0.1
H -4.314262 1.896654 0.851591 -0.1 0.0 0.0
C 2.603712 4.236728 0.657718 0.1 0.1 0.0
H 2.304618 1.390138 0.256013 0.1 0.1 0.1
C 2.644309 0.473867 -4.402532 0.0 -0.1 0.0
C 2.036124 -4.842192 0.041461 -0.1 0.2 0.1
H -3.028376 -3.597702 0.612929 0.0 -0.1 0.0
C 1.444001 0.175163 -3.757029 0.0 0.1 0.3
H 2.076260 5.143982 0.385444 0.0 0.1 0.0
H 3.258210 1.261097 -3.990901 0.1 0.1 0.0
C -3.549203 0.696254 -1.985944 0.3 0.0 0.2
C 3.033917 -0.202336 -5.541023 0.0 0.0 0.0
H -5.337206 1.481935 -1.026527 -0.1 0.0 0.1
C -2.530248 -2.641396 0.453099 0.1 0.0 -0.1
C -0.047744 5.309884 1.788007 0.0 0.1 0.1
O -0.751154 -1.255492 -2.379284 -0.1 -0.3 0.1
H 3.156823 3.891631 -0.222471 0.0 0.0 0.0
C -1.041967 1.339383 2.782354 0.1 -0.1 -0.1
H 2.874943 -3.657181 5.327704 0.0 -0.1 0.1
H -3.219176 2.808816 -1.651084 0.0 0.0 0.1
C 1.612520 -1.737898 1.475855 -0.1 0.3 -0.2
C -3.483392 -1.638137 -0.181472 0.3 0.1 -0.1
H -4.247408 4.319279 2.472859 0.0 0.1 0.0
H -0.796944 -0.913044 3.695742 0.1 0.0 0.0
N -0.375079 -0.359997 1.136152 0.3 0.1 -1.2
H -2.179634 -2.274535 1.418105 0.1 0.0 0.0
C -1.279621 0.556513 1.647833 -0.6 0.4 0.3
H 0.733160 4.933839 2.443261 0.0 0.0 0.0
H 2.495028 -1.710378 -6.973482 0.0 0.0 -0.1
H 1.386067 -4.086965 -2.548243 0.1 0.0 -0.1
S 1.063577 1.237548 -2.385115 -0.4 0.1 0.3
H 3.976772 0.039000 -6.010128 0.1 0.0 -0.1
H 3.261323 0.113350 -1.603522 0.0 0.1 0.1
H 3.995895 -0.070761 0.001490 0.0 0.1 0.1
C 0.402190 3.217419 0.561681 -0.1 0.1 0.1
C 3.945662 -0.484053 -1.005159 -0.1 0.0 -0.3
H -5.562069 -0.113782 -1.769430 -0.1 -0.1 0.1
C 2.494206 -2.331299 2.373481 -0.1 0.1 0.3
C 2.282104 1.905053 1.224623 -0.2 -0.3 -0.1
H 5.467164 -2.753183 -0.898687 0.1 0.0 0.0
```
Forces are in eV/Å.

Calculated total energy   -132720.584 eV
E_LUMO   0.021 hartree
Relative energy (zero: lowest compared OMol25 entry of this formula, charge and spin)   0.895 eV
Frontier orbital gap   7.51 eV
HOMO energy   -6.935 eV